Record 1
Density functional theory data (ωB97M-V/def2-TZVPD) for an isolated ion of composition C6H8NO and charge +1.

The value obtained for the HOMO-LUMO gap is 6.90 eV. As for the multiplicity: 1. The net charge is +1. The value obtained for the energy above the lowest of the compared OMol25 structures with the same formula, charge and spin is 1.8325 eV. As for the total energy: -363.02994 a.u. The HOMO energy is -12.7 eV.

Element x y z (Å)
C (-0.57622, -2.47908, -0.77939)
C (-1.46292, -2.14251, -1.74686)
C (-0.40762, 0.28942, -0.95650)
C (-0.54999, 0.61383, 0.51225)
C (0.62742, 1.56285, 0.95094)
C (-0.65387, -1.13464, -1.18317)
N (1.84001, 0.85261, 1.13707)
O (-0.15111, 1.07946, -1.81744)
H (-0.11704, -3.22165, -0.16392)
H (-2.22745, -2.41071, -2.43998)
H (-1.47745, 1.17505, 0.64003)
H (-0.57368, -0.27186, 1.14447)
H (0.72213, 2.32562, 0.17623)
H (0.28843, 2.02361, 1.88421)
H (2.62117, 1.11648, 0.56048)
H (2.09817, 0.62152, 2.08157)

Cartesian forces (eV/Å) of the 6 atoms listed first:
C -0.21 1.85 -0.99
C 1.51 1.27 1.07
C 0.32 1.43 1.14
C 0.36 0.81 -0.05
C -0.80 -0.08 0.16
C -1.36 -3.93 -0.82

Now the Löwdin charges, all in e: number 1, C, carries 0.22; number 2, C, carries 0.23; number 3, C, carries -0.36; number 4, C, carries -0.08; number 5, C, carries -0.26; number 6, C, carries 0.09; number 7, N, carries 0.01; number 8, O, carries 0.19; number 9, H, carries 0.15; number 10, H, carries 0.15; number 11, H, carries 0.14; number 12, H, carries 0.12; number 13, H, carries 0.12; number 14, H, carries 0.12; number 15, H, carries 0.08; number 16, H, carries 0.08

---

Record 2
Density functional theory data (ωB97M-V/def2-TZVPD) for an isolated ion of composition C6H14NO and charge -1.

Its SMILES is CCCCCNC[O-]. The value obtained for the HOMO-LUMO gap is 5.98 eV. As for the multiplicity: 1. The net charge is -1. The value obtained for the energy above the lowest of the compared OMol25 structures with the same formula, charge and spin is 1.7490 eV. As for the total energy: -366.93738 a.u. The HOMO energy is -2.3 eV.

Element x y z (Å)
C (-0.97990, -0.31423, 1.07337)
N (-0.20774, 0.01396, 2.26648)
C (0.69409, -1.12807, 2.75409)
O (1.83435, -1.15626, 2.07847)
C (-1.03358, 0.75162, 0.01105)
C (0.41228, 0.89839, -0.52088)
C (0.75212, -0.02103, -1.62006)
C (-0.14651, 0.09120, -2.82911)
H (-0.77163, -1.42065, 0.65741)
H (-2.03515, -0.45873, 1.36779)
H (0.44556, 0.81969, 1.98685)
H (0.20131, -2.03069, 2.65202)
H (0.84717, -0.85234, 3.76186)
H (-1.80861, 0.68194, -0.76497)
H (-1.37243, 1.73549, 0.41452)
H (0.57390, 1.94266, -0.86964)
H (1.12368, 0.77031, 0.24689)
H (1.04006, -1.08305, -1.26953)
H (1.78753, 0.41939, -2.02947)
H (-1.07221, -0.50674, -2.57815)
H (-0.41866, 1.21198, -2.99037)
H (0.13438, -0.36484, -3.79863)

Cartesian forces (eV/Å) of the 6 atoms listed first:
C -1.92 -2.55 0.29
N 0.19 1.16 -0.95
C 1.87 3.03 -1.87
O 0.97 -0.18 -0.57
C 1.12 1.33 0.06
C -1.71 1.87 -0.66

Now the natural (NBO) charges, all in e: number 1, C, carries -0.22; number 2, N, carries -0.70; number 3, C, carries 0.13; number 4, O, carries -0.97; number 5, C, carries -0.42; number 6, C, carries -0.42; number 7, C, carries -0.40; number 8, C, carries -0.62; number 9, H, carries 0.16; number 10, H, carries 0.15; number 11, H, carries 0.34; number 12, H, carries 0.09; number 13, H, carries 0.08; number 14, H, carries 0.20; number 15, H, carries 0.19; number 16, H, carries 0.17; number 17, H, carries 0.25; number 18, H, carries 0.23; number 19, H, carries 0.17; number 20, H, carries 0.20; number 21, H, carries 0.19; number 22, H, carries 0.20

---

Record 3
Density functional theory data (ωB97M-V/def2-TZVPD) for C25H45FNO9S4 as an isolated structure.

The value obtained for the HOMO-LUMO gap is 9.01 eV. As for the multiplicity: 1. The net charge is +1. The value obtained for the energy above the lowest of the compared OMol25 structures with the same formula, charge and spin is 1.5404 eV. As for the total energy: -3403.46350 a.u. The HOMO energy is -11.5 eV.

Element x y z (Å)
C (-0.83711, 1.30840, 1.21052)
C (-1.17779, -0.04920, 0.71372)
O (-0.54059, -1.02138, 1.06004)
N (-2.50211, -0.21626, 0.07225)
H (-2.75960, -1.04489, 0.32282)
H (-3.29285, 0.30772, 0.08689)
C (-2.20350, -0.24223, -1.52213)
H (-1.09887, 2.08190, 0.34226)
H (0.08097, 1.50390, 1.56755)
H (-1.49494, 1.85110, 1.94880)
H (-3.24883, -0.49113, -2.08349)
H (-1.50204, -1.03720, -1.74286)
H (-1.74590, 0.53705, -1.95996)
F (0.81876, 3.20653, -0.28355)
C (0.42816, 4.01584, -1.29778)
C (0.40175, 5.45566, -0.97894)
C (-0.02650, 6.25898, -1.97618)
C (-0.20072, 5.83042, -3.26625)
C (-0.20299, 4.50135, -3.61806)
C (0.13990, 3.59828, -2.59967)
H (0.41319, 5.86629, 0.05304)
H (-0.04554, 7.19653, -1.66427)
H (-0.33402, 6.54206, -4.15936)
H (-0.33454, 4.19028, -4.74206)
H (0.16949, 2.47091, -2.75092)
C (-0.34423, -3.98680, -5.41179)
C (0.09416, -4.84064, -4.11568)
C (-0.52686, -4.31024, -2.96908)
S (-2.07996, -3.91582, -3.55216)
O (-2.21153, -2.52582, -3.43555)
O (-3.14031, -4.72306, -2.95180)
C (-1.88545, -4.15839, -5.29861)
H (0.15670, -4.44620, -6.33969)
H (0.09785, -3.02439, -5.33981)
H (1.20690, -4.81500, -4.03106)
H (-0.17004, -5.74682, -4.18616)
H (-0.01748, -3.46807, -2.53251)
H (-0.73445, -5.31384, -2.40448)
H (-2.36753, -3.49191, -5.89593)
H (-2.15837, -5.05060, -5.56634)
C (1.32099, 5.37971, 5.17593)
C (1.32995, 5.36924, 3.59714)
C (2.05876, 4.27399, 3.12640)
S (1.93655, 2.88187, 4.37727)
O (3.33906, 2.56990, 4.78273)
O (0.99313, 1.87736, 3.86778)
C (1.19030, 3.92932, 5.61260)
H (0.24835, 5.82831, 5.47116)
H (2.36678, 5.85052, 5.70720)
H (1.86812, 6.31769, 3.14767)
H (0.39821, 5.45130, 3.15676)
H (3.17177, 4.24885, 3.01204)
H (1.72622, 3.87671, 2.27689)
H (1.61970, 3.75293, 6.58285)
H (0.15774, 3.56045, 5.30144)
C (-3.06743, -5.50946, 3.14822)
C (-2.67403, -4.17621, 3.80185)
C (-1.51365, -3.83665, 2.97694)
S (-2.15402, -3.88833, 1.37093)
O (-1.17341, -4.28350, 0.36610)
O (-3.01863, -2.76069, 1.09790)
C (-3.25611, -5.19578, 1.71435)
H (-3.96527, -5.91730, 3.57557)
H (-2.34951, -6.36104, 3.40887)
H (-2.59796, -4.42630, 4.76303)
H (-3.37540, -3.26618, 3.60746)
H (-0.74876, -4.45022, 3.12953)
H (-0.96660, -2.83370, 3.36042)
H (-3.24084, -6.06830, 1.02688)
H (-4.21513, -4.73177, 1.34253)
C (4.18390, 0.24048, 0.11586)
C (3.93408, 1.32322, -0.92492)
C (3.33179, 0.78098, -2.06198)
S (2.17371, -0.41555, -1.46567)
O (2.09442, -1.63489, -2.22449)
O (1.02526, 0.33573, -1.25071)
C (2.96640, -0.70423, 0.08209)
H (4.38816, 0.62102, 1.16890)
H (5.14140, -0.29314, -0.40136)
H (4.76041, 2.06257, -1.13905)
H (3.15495, 2.03888, -0.49559)
H (4.13555, 0.34790, -2.57266)
H (2.94815, 1.58234, -2.62121)
H (3.17037, -1.84063, 0.37674)
H (2.35940, -0.71069, 0.82581)

Cartesian forces (eV/Å) of the 6 atoms listed first:
C -4.83 3.21 -3.35
C 1.67 0.20 4.48
O -1.63 1.14 -1.82
N 5.50 3.55 -5.87
H -2.03 -7.54 1.70
H -2.34 3.25 1.17

Now the Löwdin charges, all in e: number 1, C, carries 0.02; number 2, C, carries -0.39; number 3, O, carries 0.15; number 4, N, carries 0.19; number 5, H, carries 0.02; number 6, H, carries 0.14; number 7, C, carries 0.09; number 8, H, carries 0.13; number 9, H, carries 0.01; number 10, H, carries 0.13; number 11, H, carries 0.17; number 12, H, carries 0.07; number 13, H, carries 0.03; number 14, F, carries 0.01; number 15, C, carries -0.24; number 16, C, carries 0.01; number 17, C, carries -0.11; number 18, C, carries -0.11; number 19, C, carries -0.09; number 20, C, carries -0.04; number 21, H, carries 0.12; number 22, H, carries 0.07; number 23, H, carries 0.14; number 24, H, carries 0.15; number 25, H, carries 0.12; number 26, C, carries -0.12; number 27, C, carries -0.25; number 28, C, carries -0.28; number 29, S, carries 0.65; number 30, O, carries -0.32; number 31, O, carries -0.31; number 32, C, carries -0.18; number 33, H, carries 0.14; number 34, H, carries 0.09; number 35, H, carries 0.15; number 36, H, carries 0.04; number 37, H, carries 0.11; number 38, H, carries 0.16; number 39, H, carries 0.08; number 40, H, carries 0.05; number 41, C, carries -0.19; number 42, C, carries -0.27; number 43, C, carries -0.26; number 44, S, carries 0.74; number 45, O, carries -0.36; number 46, O, carries -0.36; number 47, C, carries -0.28; number 48, H, carries 0.15; number 49, H, carries 0.19; number 50, H, carries 0.17; number 51, H, carries 0.09; number 52, H, carries 0.13; number 53, H, carries 0.04; number 54, H, carries 0.10; number 55, H, carries 0.12; number 56, C, carries -0.22; number 57, C, carries -0.21; number 58, C, carries -0.28; number 59, S, carries 0.69; number 60, O, carries -0.31; number 61, O, carries -0.33; number 62, C, carries -0.25; number 63, H, carries 0.11; number 64, H, carries 0.16; number 65, H, carries 0.08; number 66, H, carries 0.16; number 67, H, carries 0.06; number 68, H, carries 0.18; number 69, H, carries 0.13; number 70, H, carries 0.13; number 71, C, carries -0.17; number 72, C, carries -0.32; number 73, C, carries -0.27; number 74, S, carries 0.65; number 75, O, carries -0.30; number 76, O, carries -0.29; number 77, C, carries -0.22; number 78, H, carries 0.14; number 79, H, carries 0.17; number 80, H, carries 0.15; number 81, H, carries 0.12; number 82, H, carries 0.11; number 83, H, carries 0.11; number 84, H, carries 0.17; number 85, H, carries 0.01